one) C3H6O2 | the ωB97M-V functional and the def2-TZVPD basis

Each line ends with the Löwdin charge.
CARTESIAN COORDINATES (ANGSTROEM)
C1 0.84291 -0.28796 -1.27095  -0.01
C2 0.32787 -0.24181 0.12654  -0.41
O1 0.83473 -0.97218 0.95164  0.08
C3 -0.87461 0.59241 0.57610  -0.21
O2 -1.20439 0.21292 1.87452  -0.06
H1 1.68189 0.40186 -1.38650  0.09
H2 0.04065 -0.04902 -1.96181  0.08
H3 1.23041 -1.30008 -1.43720  0.10
H4 -1.72042 0.43363 -0.11120  0.13
H5 -0.63136 1.66388 0.53558  0.13
H6 -0.52769 -0.45365 2.10327  0.07

- structure (SMILES) = CC(=O)CO
- Kohn-Sham gap (eV) = 11.3
- lowest unoccupied orbital energy (eV) = 0.869
- HOMO level (eV) = -10.4


two) C3H6O2 | the ωB97M-V functional and the def2-TZVPD basis

Each line ends with the Löwdin charge.
CARTESIAN COORDINATES (ANGSTROEM)
C1 -1.39276 -0.69132 0.04501  -0.14
C2 0.36861 0.73079 -0.28015  -0.27
C3 1.62736 0.04612 -0.09721  -0.30
H1 -2.40099 -0.90585 -0.25605  0.06
H2 -1.57606 0.04049 0.94551  0.12
H3 -0.79380 -1.75560 0.24062  0.15
H4 0.40940 1.81801 -0.82489  0.19
H5 0.28805 1.15691 0.75163  0.12
H6 2.13678 0.71314 0.71563  0.14
O1 -0.58757 -0.07004 -0.87040  -0.17
O2 1.92098 -1.08265 -0.36968  0.09

- structure (SMILES) = COCC=O
- Kohn-Sham gap (eV) = 10.6
- lowest unoccupied orbital energy (eV) = 0.894
- HOMO level (eV) = -9.7


The winner here is one), beating the second structure by 54.5 kcal/mol.


one) C3H6O2 | the ωB97M-V functional and the def2-TZVPD basis

Each line ends with the Löwdin charge.
CARTESIAN COORDINATES (ANGSTROEM)
C1 -1.32993 0.73356 0.03918  -0.13
O1 -0.99047 -0.63064 0.04141  -0.18
C2 0.36565 -1.00563 0.02549  -0.18
C3 1.42572 0.05824 -0.19685  -0.24
O2 2.58759 -0.15499 0.05502  0.05
H1 -0.72934 1.33191 0.73916  0.09
H2 -1.25680 1.17975 -0.96328  0.09
H3 -2.37374 0.78513 0.35806  0.09
H4 0.50061 -1.73339 -0.78882  0.14
H5 0.61864 -1.52530 0.95990  0.14
H6 1.10405 1.02440 -0.63630  0.12

- structure (SMILES) = COCC=O
- Kohn-Sham gap (eV) = 10.9
- lowest unoccupied orbital energy (eV) = 0.874
- HOMO level (eV) = -10.0


two) C3H6O2 | the ωB97M-V functional and the def2-TZVPD basis

Each line ends with the Löwdin charge.
CARTESIAN COORDINATES (ANGSTROEM)
O1 -1.94292 -0.28703 -0.03186  0.01
C1 -0.98207 0.69035 0.10915  -0.24
C2 0.32683 0.46457 0.54758  0.00
C3 1.06076 -0.71971 0.01051  -0.35
O2 1.22561 -0.04783 -1.18458  -0.22
H1 -1.51675 -1.15082 -0.11860  0.10
H2 -0.13161 0.65157 -0.89265  0.21
H3 -1.43061 1.67392 0.20153  0.14
H4 0.93953 1.31648 0.82499  0.14
H5 0.45884 -1.64841 -0.01736  0.11
H6 1.99239 -0.94309 0.55128  0.12

- Kohn-Sham gap (eV) = 8.5
- lowest unoccupied orbital energy (eV) = 0.055
- HOMO level (eV) = -8.5


three) C3H6O2 | the ωB97M-V functional and the def2-TZVPD basis

Each line ends with the Löwdin charge.
CARTESIAN COORDINATES (ANGSTROEM)
C1 0.50727 0.93916 0.22641  -0.17
C2 0.96762 -0.49443 -0.02634  -0.17
O1 -0.16028 -0.96003 -0.75872  -0.11
C3 -1.28336 -0.39497 -0.11581  -0.22
O2 -0.82874 0.70433 0.66021  -0.10
H1 0.54273 1.45739 -0.74267  0.12
H2 1.03761 1.61986 0.89072  0.13
H3 1.85104 -0.53677 -0.66100  0.12
H4 1.11716 -1.13313 0.86158  0.13
H5 -1.99652 -0.07242 -0.89116  0.13
H6 -1.75453 -1.12899 0.55678  0.13

- structure (SMILES) = C1COCO1
- Kohn-Sham gap (eV) = 10.9
- lowest unoccupied orbital energy (eV) = 1.065
- HOMO level (eV) = -9.8


The winner here is three), beating the second structure by 8.2 kcal/mol.


one) C3H6O2 | the ωB97M-V functional and the def2-TZVPD basis

Each line ends with the Löwdin charge.
CARTESIAN COORDINATES (ANGSTROEM)
O1 -0.58918 0.47469 -0.97685  -0.09
C1 0.66023 0.85731 -0.36426  -0.16
C2 0.33961 0.05143 0.89769  -0.07
C3 -0.84995 -0.47880 0.08815  -0.40
O2 -0.65372 -1.69469 -0.54896  0.01
H1 -0.38070 -1.24304 -1.38242  0.11
H2 0.68338 1.94063 -0.25854  0.11
H3 1.53875 0.51670 -0.92997  0.12
H4 0.04853 0.67559 1.74333  0.11
H5 1.05859 -0.70750 1.20842  0.11
H6 -1.85555 -0.39232 0.52341  0.15

- structure (SMILES) = O[C@H]1CCO1
- Kohn-Sham gap (eV) = 11.4
- lowest unoccupied orbital energy (eV) = 1.057
- HOMO level (eV) = -10.3


two) C3H6O2 | the ωB97M-V functional and the def2-TZVPD basis

Each line ends with the Löwdin charge.
CARTESIAN COORDINATES (ANGSTROEM)
O1 -1.66546 0.34575 -1.44710  -0.07
C1 -0.61676 -0.53410 1.00185  0.04
C2 0.70719 -0.58189 0.84504  -0.13
C3 1.47163 0.36418 0.00970  -0.28
O2 2.68889 0.44225 0.03124  0.03
H1 -1.59768 1.30700 -1.42101  0.05
H2 -1.16606 -1.30869 1.52960  0.07
H3 -1.21981 0.25292 0.57194  0.04
H4 -0.80787 0.04291 -1.77295  0.04
H5 1.31531 -1.32342 1.35305  0.10
H6 0.89061 0.99309 -0.70136  0.11

- structure (SMILES) = C=CC=O.O
- Kohn-Sham gap (eV) = 10.3
- lowest unoccupied orbital energy (eV) = 0.190
- HOMO level (eV) = -10.1


The winner here is two), beating the second structure by 2.2 kcal/mol.


one) C3H6O2 | the ωB97M-V functional and the def2-TZVPD basis

Each line ends with the Löwdin charge.
CARTESIAN COORDINATES (ANGSTROEM)
C1 1.33592 -1.10348 -0.45679  -0.08
O1 -0.03901 -0.78258 -0.26198  -0.11
C2 -0.31220 0.37643 0.44392  -0.32
C3 -1.52522 1.07936 0.10650  -0.12
O2 -1.39277 0.58193 1.42765  -0.02
H1 1.82336 -0.49269 -1.23658  0.09
H2 1.90697 -0.99954 0.47244  0.09
H3 1.36750 -2.14503 -0.78947  0.09
H4 -1.47952 2.13906 -0.11245  0.11
H5 0.57403 0.84209 0.86384  0.15
H6 -2.25906 0.50446 -0.45707  0.12

- structure (SMILES) = CO[C@H]1CO1
- Kohn-Sham gap (eV) = 10.9
- lowest unoccupied orbital energy (eV) = 1.035
- HOMO level (eV) = -9.8


two) C3H6O2 | the ωB97M-V functional and the def2-TZVPD basis

Each line ends with the Löwdin charge.
CARTESIAN COORDINATES (ANGSTROEM)
O1 1.29177 -1.66661 -0.96957  -0.07
C1 0.51058 1.15675 -0.44037  0.05
C2 -0.62983 1.14935 0.25243  -0.13
C3 -1.10744 -0.03669 0.99065  -0.29
O2 -2.08501 -0.03443 1.70704  0.04
H1 1.60194 -2.04943 -0.14095  0.05
H2 0.82769 2.02049 -1.01800  0.07
H3 1.15680 0.28494 -0.48180  0.03
H4 0.35883 -1.90988 -1.02487  0.04
H5 -1.27261 2.02133 0.32894  0.10
H6 -0.52226 -0.97242 0.84216  0.10

- structure (SMILES) = C=CC=O.O
- Kohn-Sham gap (eV) = 10.3
- lowest unoccupied orbital energy (eV) = 0.320
- HOMO level (eV) = -10.0


The winner here is two), beating the second structure by 24.5 kcal/mol.


one) C3H6O2 | the ωB97M-V functional and the def2-TZVPD basis

Each line ends with the Löwdin charge.
CARTESIAN COORDINATES (ANGSTROEM)
C1 0.68395 -0.89493 -0.01030  -0.08
C2 -0.15267 -0.22603 1.05607  -0.21
O1 -0.54596 1.04296 0.53975  -0.09
C3 0.35587 1.34351 -0.45591  -0.18
O2 0.94016 0.05737 -0.85495  -0.06
H1 -1.25738 -2.02710 -1.16556  0.07
H2 -0.55380 -2.12840 -0.95592  0.02
H3 -1.03912 -0.78774 1.36496  0.12
H4 0.51687 -0.12480 1.92742  0.13
H5 -0.14431 1.77683 -1.32357  0.14
H6 1.19639 1.96833 -0.12199  0.14

- Kohn-Sham gap (eV) = 9.9
- lowest unoccupied orbital energy (eV) = 0.840
- HOMO level (eV) = -9.1


two) C3H6O2 | the ωB97M-V functional and the def2-TZVPD basis

Each line ends with the Löwdin charge.
CARTESIAN COORDINATES (ANGSTROEM)
C1 -1.45811 -0.51458 0.23656  -0.15
C2 0.40758 1.03311 0.09269  -0.17
C3 1.41173 0.02073 0.07790  -0.12
H1 -2.54134 -0.76905 -0.13718  0.13
H2 -1.70785 -0.13528 1.22008  0.08
H3 -0.86445 -1.37910 0.16111  0.04
H4 0.65540 1.95936 -0.50972  0.16
H5 0.46400 1.44885 1.03474  0.10
H6 2.45925 -0.08032 0.56111  0.16
O1 -0.93667 0.60397 -0.39186  -0.16
O2 0.85765 -1.13898 -0.20477  -0.07

- structure (SMILES) = COCC=O
- Kohn-Sham gap (eV) = 10.3
- lowest unoccupied orbital energy (eV) = 0.432
- HOMO level (eV) = -9.8


three) C3H6O2 | the ωB97M-V functional and the def2-TZVPD basis

Each line ends with the Löwdin charge.
CARTESIAN COORDINATES (ANGSTROEM)
O1 -2.27310 0.85074 0.67400  0.00
C1 -1.19730 0.50930 -0.11739  -0.31
C2 1.66415 -1.25932 -0.16488  0.04
C3 1.02257 -0.11125 -0.00379  -0.26
O2 -0.15888 -0.02834 0.68133  -0.08
H1 -1.99545 1.55157 1.27786  0.10
H2 -1.56043 -0.25152 -0.81894  0.14
H3 -0.79468 1.37252 -0.68139  0.13
H4 2.62058 -1.27949 -0.67267  0.05
H5 1.25664 -2.19060 0.21603  0.07
H6 1.41589 0.83640 -0.39016  0.12

- structure (SMILES) = C=COCO
- Kohn-Sham gap (eV) = 10.5
- lowest unoccupied orbital energy (eV) = 0.924
- HOMO level (eV) = -9.6


The winner here is three), beating the second structure by 44.2 kcal/mol.


one) C3H6O2 | the ωB97M-V functional and the def2-TZVPD basis

Each line ends with the Löwdin charge.
CARTESIAN COORDINATES (ANGSTROEM)
O1 0.03302 -1.07109 -1.53000  -0.05
C1 -0.52367 -1.04934 -0.24214  -0.22
C2 -0.43500 0.33904 0.39071  -0.26
C3 0.85981 0.95296 0.67131  -0.10
O2 0.09449 1.34953 -0.46427  -0.06
H1 0.10661 -0.14666 -1.81269  0.08
H2 -1.57475 -1.37082 -0.25964  0.12
H3 0.02688 -1.76818 0.37753  0.12
H4 -1.30080 0.66652 0.96528  0.14
H5 1.76592 0.38789 0.45455  0.12
H6 0.94749 1.71015 1.44936  0.11

- structure (SMILES) = OC[C@H]1CO1
- Kohn-Sham gap (eV) = 11.3
- lowest unoccupied orbital energy (eV) = 1.062
- HOMO level (eV) = -10.2


two) C3H6O2 | the ωB97M-V functional and the def2-TZVPD basis

Each line ends with the Löwdin charge.
CARTESIAN COORDINATES (ANGSTROEM)
C1 -1.49954 -0.09305 -0.12933  -0.01
C2 -0.13063 0.33100 0.31873  -0.42
O1 0.05874 1.07202 1.26610  0.08
C3 1.07709 -0.26483 -0.35590  -0.23
O2 2.22571 0.23064 0.24891  -0.05
H1 -1.86507 -0.89362 0.52184  0.10
H2 -1.50458 -0.46588 -1.15570  0.08
H3 -2.18802 0.74650 -0.03933  0.09
H4 1.04594 -0.09549 -1.44391  0.14
H5 0.91849 -1.34396 -0.20057  0.14
H6 1.85640 0.78170 0.97112  0.08

- structure (SMILES) = CC(=O)CO
- Kohn-Sham gap (eV) = 11.2
- lowest unoccupied orbital energy (eV) = 0.825
- HOMO level (eV) = -10.4


The winner here is two), beating the second structure by 30.6 kcal/mol.


one) C5H13N2O | the ωB97M-V functional and the def2-TZVPD basis

Each line ends with the Löwdin charge.
CARTESIAN COORDINATES (ANGSTROEM)
O1 1.24021 -0.24828 1.68313  -0.11
C1 0.85529 -0.45940 0.51223  -0.57
N1 1.71184 -0.99154 -0.41497  -0.04
C2 1.35932 -1.50549 -1.74927  -0.14
C3 -0.64842 -0.13938 0.18644  -0.18
N2 -1.29350 0.04055 1.59363  0.17
C4 -2.01449 1.82155 -1.00664  -0.13
C5 -0.61885 1.36246 -0.55466  -0.19
H1 2.73590 -1.04726 -0.23779  0.14
H2 0.42177 -2.15992 -1.64869  0.08
H3 0.98964 -0.73554 -2.50898  0.07
H4 2.08116 -2.11419 -2.36252  0.08
H5 -1.27237 -0.87935 -0.38493  0.12
H6 -1.92734 0.79078 1.63525  0.09
H7 -0.59876 0.10799 2.31550  0.10
H8 -1.81245 -0.80800 1.88401  0.13
H9 -2.01332 2.13560 -2.05951  0.06
H10 -2.65057 0.95969 -0.93824  0.04
H11 -2.37033 2.69966 -0.34751  0.09
H12 -0.10749 2.02832 0.02931  0.06
H13 0.07703 1.18690 -1.42020  0.11

- Kohn-Sham gap (alpha / beta) (eV) = 3.6 / 9.1
- 2S+1 = 2
- lowest unoccupied orbital energy (alpha / beta) (eV) = 0.739 / 0.631
- HOMO level (alpha / beta) (eV) = -2.9 / -8.5


two) C5H13N2O | the ωB97M-V functional and the def2-TZVPD basis

Each line ends with the Löwdin charge.
CARTESIAN COORDINATES (ANGSTROEM)
N1 -1.19071 3.06004 -1.59264  -0.01
C1 -0.35517 1.91922 -1.26751  -0.28
C2 -0.70304 1.31928 0.08918  -0.26
N2 0.31475 0.48888 0.65621  -0.06
C3 -0.78668 -1.53574 -0.37063  -0.07
C4 0.49371 -0.86247 0.12848  -0.30
C5 1.08329 -1.79304 1.43507  -0.31
O1 1.53285 -2.95962 1.08628  0.01
H1 -1.37550 3.28833 -2.54572  0.06
H2 -1.60646 3.52935 -0.81446  0.05
H3 0.65340 2.31970 -1.11576  0.10
H4 -0.29974 1.20582 -2.10464  0.11
H5 -1.71015 0.82486 0.08653  0.11
H6 -0.92322 2.18274 0.72958  0.12
H7 0.26555 0.35378 1.65752  0.10
H8 -0.71398 -2.64295 -0.34514  0.09
H9 -1.66933 -1.34077 0.22063  0.07
H10 -0.84073 -1.30609 -1.43161  0.08
H11 1.24517 -0.82849 -0.66343  0.13
H12 0.19393 -1.81954 2.11247  0.12
H13 1.92735 -1.12385 1.69336  0.13

- Kohn-Sham gap (alpha / beta) (eV) = 9.7 / 7.1
- 2S+1 = 2
- lowest unoccupied orbital energy (alpha / beta) (eV) = 1.017 / -1.590
- HOMO level (alpha / beta) (eV) = -8.7 / -8.7


three) C5H13N2O | the ωB97M-V functional and the def2-TZVPD basis

Each line ends with the Löwdin charge.
CARTESIAN COORDINATES (ANGSTROEM)
C1 -1.37429 1.49387 -0.27768  -0.33
O1 -2.03286 2.46508 0.38129  -0.08
C2 0.03280 1.46822 0.36239  -0.18
C3 1.03007 0.80207 -0.64165  -0.20
C4 1.65210 -0.55050 -0.17174  -0.17
N1 -0.31445 -2.75990 -0.33465  0.02
C5 -0.03946 -2.04863 0.83629  -0.36
N2 0.81170 -1.08465 0.97690  -0.07
H1 -1.36801 1.77375 -1.38438  0.13
H2 -2.04542 0.48430 -0.10345  0.16
H3 -2.95790 2.38379 0.14771  0.09
H4 0.29990 1.20656 1.28614  0.05
H5 0.28560 2.57981 0.38915  0.13
H6 0.26760 0.71022 -1.49443  0.09
H7 1.89447 1.43769 -1.11840  0.13
H8 1.77983 -1.40099 -1.00266  0.14
H9 2.65752 -0.22776 0.12225  0.09
H10 -0.12412 -2.15753 -1.17570  0.08
H11 -0.99910 -3.48886 -0.35530  0.06
H12 -0.51329 -2.47350 1.72660  0.09
H13 1.05734 -0.61302 1.83132  0.12

- Kohn-Sham gap (alpha / beta) (eV) = 4.9 / 9.9
- 2S+1 = 2
- lowest unoccupied orbital energy (alpha / beta) (eV) = 0.942 / 0.905
- HOMO level (alpha / beta) (eV) = -4.0 / -8.9


The winner here is two), beating the second structure by 21.7 kcal/mol.


one) C4H7F2N | the ωB97M-V functional and the def2-TZVPD basis

Each line ends with the Löwdin charge.
CARTESIAN COORDINATES (ANGSTROEM)
C1 0.78497 -1.70848 -0.73480  0.08
C2 0.36044 -0.44440 -0.29609  -0.20
C3 1.14121 0.84130 -0.35811  -0.08
C4 -1.09865 -0.22483 0.37494  -0.59
N1 -1.42645 1.12008 0.56585  0.16
F1 -1.95774 -0.95405 -0.32522  0.11
F2 -0.99164 -0.82740 1.63394  0.03
H1 0.17104 -2.55712 -0.77966  0.04
H2 1.83661 -1.72599 -1.04870  0.06
H3 1.90541 0.72635 -1.12278  0.08
H4 1.64803 1.02400 0.60640  0.09
H5 0.61088 1.83955 -0.39275  0.09
H6 -2.25815 1.16964 1.06421  0.08
H7 -0.72596 1.72135 0.81279  0.04

- structure (SMILES) = C=C(C)C(N)(F)F
- Kohn-Sham gap (eV) = 10.4
- lowest unoccupied orbital energy (eV) = 0.922
- HOMO level (eV) = -9.5


two) C4H7F2N | the ωB97M-V functional and the def2-TZVPD basis

Each line ends with the Löwdin charge.
CARTESIAN COORDINATES (ANGSTROEM)
C1 0.04131 0.12202 0.02194  -0.14
C2 -0.06169 1.00643 2.13620  -0.12
C3 0.51714 -0.03524 1.24088  -0.10
C4 0.06264 -0.14475 -2.66536  -0.25
N1 0.13515 -0.78655 -1.06033  0.04
F1 0.24988 -1.34554 -3.30729  -0.07
F2 -1.30738 0.02251 -2.73587  -0.07
H1 -0.44873 0.91538 -0.40107  0.09
H2 -0.97969 1.51695 1.72903  0.09
H3 0.68732 1.87180 2.38634  0.11
H4 -0.18512 0.63167 3.15809  0.07
H5 1.03378 -0.88078 1.49782  0.08
H6 0.86377 -1.46073 -1.04201  0.13
H7 -0.60838 -1.43316 -0.95840  0.13

- Kohn-Sham gap (eV) = 9.0
- lowest unoccupied orbital energy (eV) = 0.691
- HOMO level (eV) = -8.3


The winner here is one), beating the second structure by 64.3 kcal/mol.